# 1
The following is a DFT calculation (ωB97M-V/def2-TZVPD) of C3H3I3O as an isolated structure.

LUMO energy: -1.049 eV
M: 435.8 g/mol
Orbital gap: 7.98 eV

```
! wB97M-V def2-TZVPD RIJCOSX def2/J DEFGRID3
* xyz 0 1
C -0.30 0.00 0.45
C 2.00 0.51 -0.47
C 0.64 -0.04 -0.46
O -1.29 -0.03 1.10
I 3.57 -0.74 0.57
I -5.04 -0.37 0.31
I 0.32 -1.76 -1.70
H -4.40 0.35 1.54
H 2.08 1.49 0.12
H 2.41 0.60 -1.47
*
```



# 2
The following is a DFT calculation (ωB97M-V/def2-TZVPD) of one molecule with the formula C4H6FNO2.

LUMO energy: 0.658 eV
M: 119.1 g/mol
Orbital gap: 10.60 eV

```
! wB97M-V def2-TZVPD RIJCOSX def2/J DEFGRID3
* xyz 0 1
O 0.14 2.17 0.33
C -0.86 1.66 -0.12
N -1.24 0.38 0.13
C -0.41 -0.46 1.02
C 0.98 -0.62 0.47
O 1.90 -0.82 1.22
C 1.13 -0.72 -1.05
F 0.06 -1.36 -1.55
H -1.57 2.11 -0.90
H -2.25 0.21 0.12
H -0.30 0.00 2.00
H -0.78 -1.47 1.15
H 1.20 0.25 -1.50
H 2.00 -1.33 -1.31
*
```



# 3
The following is a DFT calculation (ωB97M-V/def2-TZVPD) of one molecule with the formula C5H7NO.

LUMO energy (spin up / spin down): -1.228 / -1.225 eV
M: 97.1 g/mol
Orbital gap (spin up / spin down): 7.62 / 7.62 eV

```
! wB97M-V def2-TZVPD RIJCOSX def2/J DEFGRID3
* xyz 0 1
C 1.21 0.82 -0.89
C 0.01 1.14 -0.06
C -0.40 -1.08 0.62
C -1.27 -0.02 0.33
C 0.18 -2.24 0.62
N -0.31 2.28 0.32
O -2.21 0.46 1.02
H -1.23 2.26 0.80
H -1.41 -0.36 -0.77
H 1.60 1.73 -1.34
H 0.97 0.09 -1.67
H 1.99 0.39 -0.26
H -0.27 -3.11 0.16
H 1.14 -2.37 1.12
*
```



# 4
The following is a DFT calculation (ωB97M-V/def2-TZVPD) of an isolated ion of composition C4H13N3 and charge +1.

LUMO energy (spin up / spin down): -3.278 / -3.332 eV
M: 103.2 g/mol
Orbital gap (spin up / spin down): 4.65 / 6.88 eV

```
! wB97M-V def2-TZVPD RIJCOSX def2/J DEFGRID3
* xyz 1 2
C -0.05 -1.68 -0.20
C 0.85 -0.51 0.08
C 0.00 0.65 0.61
C -1.11 1.21 -0.03
N -1.08 2.67 -0.36
N 0.62 1.37 1.71
N 0.66 -2.78 -1.02
H -0.32 -2.05 0.79
H -0.95 -1.49 -0.78
H 1.30 -0.10 -0.83
H 1.63 -0.75 0.80
H -1.88 0.65 -0.52
H -0.86 3.18 0.49
H -0.54 3.03 -1.15
H -2.04 2.99 -0.55
H 1.24 0.76 2.22
H -0.12 1.65 2.34
H 0.06 -3.15 -1.72
H 1.15 -3.35 -0.38
H 1.44 -2.30 -1.49
*
```



# 5
The following is a DFT calculation (ωB97M-V/def2-TZVPD) of C8H6N2 as an isolated structure.

LUMO energy: 0.573 eV
M: 130.1 g/mol
Orbital gap: 7.70 eV

```
! wB97M-V def2-TZVPD RIJCOSX def2/J DEFGRID3
* xyz 0 1
C -2.28 -0.35 -0.85
C -1.75 -0.61 0.42
C -1.37 0.25 -1.63
C -0.46 -0.23 0.38
C 2.67 0.36 1.31
C 1.11 0.70 -1.03
C 1.72 -0.25 2.05
C 1.70 0.38 0.14
N -0.19 0.24 -0.92
N 0.76 -0.24 0.97
H -3.28 -0.62 -0.97
H -2.37 -0.99 1.27
H -1.37 0.69 -2.54
H 3.66 0.44 1.43
H 1.63 1.14 -1.90
H 1.64 -0.73 3.08
*
```



# 6
The following is a DFT calculation (ωB97M-V/def2-TZVPD) of one molecule with the formula C3H8N2OS.

LUMO energy: 0.574 eV
M: 120.2 g/mol
Orbital gap: 9.31 eV

```
! wB97M-V def2-TZVPD RIJCOSX def2/J DEFGRID3
* xyz 0 1
N 1.94 0.02 -1.30
N 0.84 -0.53 -1.82
C -0.11 -0.85 -1.05
C -0.20 -0.87 0.46
O -0.84 -2.06 0.89
C -0.97 0.28 1.07
S -0.43 1.93 0.56
H 2.77 0.02 -1.89
H 2.11 -0.04 -0.29
H -1.02 -1.22 -1.55
H 0.79 -0.85 0.92
H -0.18 -2.71 1.22
H -1.00 0.16 2.18
H -1.97 0.21 0.72
H 0.37 2.20 1.66
*
```



# 7
The following is a DFT calculation (ωB97M-V/def2-TZVPD) of a 9-piece molecular cluster, C33H70BO10 overall.

LUMO energy: 1.460 eV
M: 637.7 g/mol
Orbital gap: 5.01 eV

```
! wB97M-V def2-TZVPD RIJCOSX def2/J DEFGRID3
* xyz -1 1
C -3.66 1.44 -3.12
O -2.97 0.34 -3.64
C -3.67 -0.92 -3.39
B -4.06 -1.21 -1.82
O -2.97 -0.75 -0.90
C -1.79 -1.48 -0.88
C -0.55 -0.68 -1.38
C 0.58 -0.73 -0.35
C -0.13 -1.11 -2.79
C 1.29 -0.78 -3.26
C 1.69 -1.61 -4.49
C 1.46 0.74 -3.51
H -3.36 2.33 -3.69
H -4.74 1.31 -3.21
H -3.45 1.60 -2.06
H -4.57 -0.93 -4.03
H -2.99 -1.67 -3.81
H -4.23 -2.46 -1.73
H -5.10 -0.65 -1.48
H -1.89 -2.39 -1.49
H -1.58 -1.82 0.15
H -0.92 0.36 -1.43
H 0.92 -1.76 -0.18
H 1.44 -0.13 -0.63
H 0.21 -0.34 0.61
H -0.28 -2.19 -2.89
H -0.83 -0.64 -3.49
H 2.00 -1.03 -2.47
H 1.01 -2.46 -4.63
H 2.71 -2.02 -4.41
H 1.67 -1.02 -5.41
H 0.76 1.32 -2.91
H 2.48 1.07 -3.27
H 1.27 0.97 -4.57
C 6.89 -0.35 -2.74
C 6.08 0.90 -2.49
O 4.88 0.91 -2.39
C 6.88 2.17 -2.33
H 6.24 -1.22 -2.85
H 7.52 -0.24 -3.62
H 7.55 -0.53 -1.89
H 7.48 2.36 -3.23
H 7.58 2.08 -1.50
H 6.22 3.02 -2.15
C 5.20 -1.48 1.14
C 5.28 -2.37 -0.08
O 6.35 -2.66 -0.58
C 3.98 -2.85 -0.64
H 6.19 -1.19 1.46
H 4.60 -0.60 0.90
H 4.68 -2.00 1.95
H 3.36 -1.99 -0.91
H 3.42 -3.41 0.11
H 4.15 -3.47 -1.52
C 3.63 3.50 -0.62
C 2.27 3.95 -0.12
O 1.26 3.36 -0.38
C 2.26 5.21 0.71
H 3.55 2.59 -1.21
H 4.07 4.29 -1.22
H 4.30 3.34 0.23
H 2.69 6.04 0.15
H 2.89 5.08 1.60
H 1.24 5.45 1.01
C -7.34 -4.99 -2.16
C -7.25 -3.49 -2.01
O -7.46 -2.74 -2.94
C -6.91 -2.98 -0.63
H -7.60 -5.25 -3.18
H -6.38 -5.44 -1.90
H -8.08 -5.38 -1.45
H -5.94 -3.38 -0.34
H -7.65 -3.34 0.08
H -6.85 -1.90 -0.65
C 10.21 5.54 -0.07
C 9.12 4.52 0.10
O 8.05 4.61 -0.46
C 9.43 3.36 1.02
H 9.89 6.33 -0.74
H 10.46 5.98 0.90
H 11.11 5.06 -0.46
H 9.67 3.73 2.02
H 10.30 2.82 0.67
H 8.57 2.69 1.08
C -9.64 -4.61 2.52
C -9.95 -5.78 1.61
O -9.37 -5.93 0.56
C -11.03 -6.72 2.09
H -8.86 -3.99 2.09
H -10.54 -4.02 2.69
H -9.32 -4.98 3.50
H -11.96 -6.17 2.24
H -10.76 -7.13 3.06
H -11.17 -7.52 1.37
C -12.89 -3.78 6.35
C -13.29 -4.98 5.53
O -12.76 -5.24 4.47
C -14.39 -5.85 6.09
H -12.10 -3.23 5.85
H -13.76 -3.13 6.50
H -12.56 -4.10 7.34
H -15.30 -5.26 6.23
H -14.10 -6.23 7.07
H -14.60 -6.68 5.42
C 9.66 8.17 4.53
C 10.39 8.58 3.28
O 10.25 7.99 2.23
C 11.30 9.78 3.40
H 9.03 7.30 4.33
H 10.37 7.93 5.32
H 9.04 8.99 4.90
H 12.07 9.59 4.16
H 10.73 10.65 3.73
H 11.77 9.99 2.44
*
```



# 8
The following is a DFT calculation (ωB97M-V/def2-TZVPD) of C30H54CdN7OP2 as an isolated structure.

LUMO energy: -2.850 eV
M: 703.2 g/mol
Orbital gap: 5.69 eV

```
! wB97M-V def2-TZVPD RIJCOSX def2/J DEFGRID3
* xyz 1 1
C 2.41 -1.29 -1.60
C 1.57 0.83 -2.53
C 3.36 -1.37 -2.61
C 2.35 0.51 -3.72
C 3.31 -0.49 -3.70
H 4.11 -2.13 -2.55
H 2.23 1.18 -4.59
H 4.03 -0.56 -4.54
N 1.57 -0.24 -1.58
P 0.59 -2.53 0.16
P 0.12 2.42 -0.89
C 2.30 -2.38 -0.53
H 2.62 -3.35 -0.94
H 2.97 -2.12 0.30
C -1.24 0.05 2.20
O -1.91 -0.14 3.09
C 0.73 2.00 -2.41
H 0.52 2.53 -3.39
C -1.63 3.41 -0.97
C 1.58 3.62 -0.61
C -0.35 -3.59 -1.12
C 0.76 -3.40 1.82
C -2.73 2.57 -0.33
H -2.52 2.33 0.72
H -3.66 3.15 -0.36
H -2.91 1.63 -0.86
C -1.52 4.71 -0.16
H -1.25 4.51 0.89
H -0.79 5.42 -0.58
H -2.51 5.20 -0.17
C -1.97 3.68 -2.42
H -2.89 4.29 -2.44
H -1.21 4.27 -2.95
H -2.13 2.73 -2.95
C 1.46 4.11 0.82
H 1.03 3.35 1.48
H 2.47 4.30 1.16
H 0.87 5.02 0.90
C 2.83 2.79 -0.80
H 2.83 1.90 -0.17
H 2.99 2.48 -1.83
H 3.66 3.41 -0.50
C 1.47 4.71 -1.68
H 0.96 4.46 -2.62
H 1.03 5.63 -1.29
H 2.50 4.94 -1.99
C -0.65 -3.66 2.38
H -0.54 -4.12 3.37
H -1.22 -2.72 2.50
H -1.24 -4.35 1.75
C 1.49 -2.45 2.78
H 2.53 -2.27 2.46
H 0.97 -1.49 2.86
H 1.52 -2.91 3.78
C 1.57 -4.71 1.72
H 2.48 -4.59 1.10
H 1.89 -4.98 2.73
H 0.98 -5.54 1.33
C 0.06 -3.16 -2.54
H 1.10 -3.43 -2.76
H -0.58 -3.70 -3.26
H -0.06 -2.08 -2.70
C -1.86 -3.33 -0.94
H -2.13 -2.32 -1.29
H -2.43 -4.07 -1.54
H -2.19 -3.40 0.12
C -0.07 -5.09 -0.95
H 1.00 -5.32 -0.99
H -0.51 -5.49 -0.02
H -0.55 -5.61 -1.79
Cd 0.12 0.03 0.20
N -1.65 -0.23 -1.71
C -1.70 0.21 -2.82
C -2.03 0.33 -4.32
C -1.29 1.47 -5.11
C -1.50 -1.00 -4.88
C -3.55 0.57 -4.23
H -1.47 2.49 -4.71
H -0.19 1.29 -5.17
H -1.70 1.43 -6.14
H -1.86 -1.81 -4.22
H -1.88 -1.15 -5.91
H -0.38 -0.97 -4.86
H -3.89 1.29 -4.98
H -3.98 -0.44 -4.31
H -3.80 0.97 -3.21
N 1.58 1.73 5.14
N 1.73 1.57 3.77
N 2.94 1.16 3.29
C 2.61 0.72 2.08
N 1.27 0.77 1.88
N 0.69 1.27 2.98
H 0.70 2.28 5.31
H 2.38 2.12 5.54
H 3.36 0.35 1.36
*
```



- Which of these has the lowest M?
  C5H7NO



- Which value of M does entry 3 give?
  97.1 g/mol